No. 1
# C4H10O2

A 2-piece molecular cluster, C4H10O2 overall (ωB97M-V with the def2-TZVPD basis set, the OMol25 dataset).

```
16
Properties=species:S:1:pos:R:3:mulliken_charge:R:1
C 0.28 -0.13 -0.08 -0.19
C -0.53 1.08 0.46 0.64
C -1.98 0.61 0.65 -1.35
C -0.25 2.15 -0.64 -1.36
O 1.29 -0.51 0.65 -0.59
H 0.03 -0.72 -1.00 0.45
H -0.04 1.34 1.42 0.25
H -2.04 -0.44 0.93 0.37
H -2.60 0.95 -0.17 0.36
H -2.48 1.04 1.55 0.32
H -0.88 3.02 -0.62 0.40
H -0.48 1.58 -1.54 0.35
H 0.67 2.78 -0.48 0.31
H 0.52 -3.04 -0.36 0.28
H 1.71 -1.88 -0.60 0.41
O 1.28 -2.86 -0.82 -0.66
```

## Properties
* SMILES: CC(C)C=O.O
* electronic energy: -308.813848 a.u.
* HOMO level: -0.3729 hartree
* LUMO level: 0.50 eV

***

No. 2
# C24H34Br12FNO3

A 7-piece molecular cluster, C24H34Br12FNO3 overall (ωB97M-V with the def2-TZVPD basis set, the OMol25 dataset).

```
75
Properties=species:S:1:pos:R:3:mulliken_charge:R:1
C 3.99 -1.97 0.94 -1.59
C 2.55 -1.44 0.88 0.86
F 2.54 -0.44 -0.10 -0.23
C 1.48 -2.47 0.58 0.10
C 1.75 -3.82 0.87 -0.81
C 0.84 -4.83 0.63 -1.07
C -0.37 -4.49 0.07 -0.30
C -0.65 -3.16 -0.21 1.44
C 0.23 -2.11 0.05 0.39
C -0.22 -0.71 -0.26 -0.15
C -1.56 -0.36 0.38 -0.29
O -2.06 0.72 0.25 -0.51
C -2.02 -3.13 -0.81 -0.03
O -2.55 -2.26 -1.45 -0.57
N -2.62 -4.42 -0.58 -0.03
C -1.56 -5.32 -0.29 0.04
O -1.59 -6.52 -0.38 -0.55
H 4.38 -1.98 1.96 0.33
H 4.61 -1.26 0.39 0.32
H 4.11 -2.93 0.45 0.52
H 2.34 -0.97 1.85 0.24
H 2.70 -4.08 1.32 0.54
H 1.06 -5.86 0.87 0.50
H -0.36 -0.56 -1.33 -0.29
H 0.46 0.05 0.12 0.66
H -2.06 -1.14 0.99 0.30
H -3.35 -4.33 0.13 -0.01
Br 6.48 1.70 -2.42 -0.16
C 4.54 1.91 -2.40 -0.38
C 4.14 3.35 -2.56 -0.13
Br 4.42 4.37 -0.93 -0.14
H 4.19 1.49 -1.47 0.21
H 4.17 1.32 -3.23 0.25
H 3.07 3.42 -2.77 -0.04
H 4.69 3.86 -3.35 0.44
Br 1.39 0.27 -2.88 -0.03
C 0.14 0.72 -4.31 -0.56
C 0.71 0.41 -5.67 -0.71
Br 2.04 1.74 -6.18 -0.16
H -0.10 1.77 -4.19 0.28
H -0.75 0.12 -4.12 0.44
H -0.08 0.47 -6.42 0.42
H 1.19 -0.56 -5.72 0.39
Br -6.37 -5.15 4.48 -0.14
C -7.06 -4.58 2.75 -0.62
C -6.02 -4.72 1.67 -0.68
Br -4.68 -3.30 1.76 -0.10
H -7.40 -3.55 2.87 0.36
H -7.90 -5.23 2.54 0.38
H -6.47 -4.61 0.69 0.42
H -5.48 -5.66 1.72 0.44
Br -5.11 -1.44 5.08 -0.10
C -6.22 -0.86 6.56 -0.58
C -7.44 -1.73 6.69 -0.50
Br -8.76 -1.34 5.32 -0.14
H -6.46 0.18 6.39 0.37
H -5.60 -0.94 7.45 0.34
H -7.94 -1.55 7.64 0.35
H -7.20 -2.79 6.60 0.26
Br 9.32 6.45 -0.99 -0.13
C 7.39 6.63 -0.97 -0.54
C 6.96 8.06 -1.15 -0.51
Br 7.21 9.11 0.48 -0.14
H 7.04 6.20 -0.04 0.37
H 7.03 6.03 -1.80 0.23
H 5.89 8.11 -1.36 0.32
H 7.51 8.57 -1.93 0.38
Br 0.84 3.87 0.26 -0.15
C -0.83 4.01 -0.73 -0.49
C -0.59 3.69 -2.18 0.07
Br 0.27 5.14 -3.15 -0.15
H -1.22 5.00 -0.58 0.47
H -1.49 3.27 -0.28 0.25
H -1.54 3.52 -2.70 0.45
H 0.05 2.83 -2.30 -0.43
```

## Properties
* SMILES: C[C@@H](F)c1ccc2c(c1CC=O)C(=O)NC2=O.BrCCBr.BrCCBr.BrCCBr.BrCCBr.BrCCBr.BrCCBr
* electronic energy: -32203.448891 a.u.
* HOMO level: -0.3589 hartree
* LUMO level: -0.59 eV

***

No. 3
# C7H16N2O

A 2-piece molecular cluster, C7H16N2O overall (ωB97M-V with the def2-TZVPD basis set, the OMol25 dataset).

```
26
Properties=species:S:1:pos:R:3:mulliken_charge:R:1
C -1.29 0.55 -1.90 -1.43
C -1.13 -1.91 -0.35 -1.51
C -1.30 0.57 -0.40 0.89
C -1.24 -0.57 0.31 0.32
N -1.42 1.83 0.22 -0.70
N -1.19 -0.55 1.73 -0.55
H -0.91 1.89 1.09 0.25
H -1.17 2.59 -0.39 0.27
H -1.74 0.21 2.12 0.18
H -1.52 -1.43 2.12 0.23
H -1.46 1.55 -2.29 0.44
H -2.07 -0.10 -2.29 0.30
H -0.33 0.18 -2.27 0.26
H -0.28 -1.93 -1.03 0.25
H -2.03 -2.14 -0.93 0.34
H -0.99 -2.69 0.40 0.46
C 2.06 1.41 -0.01 -1.32
C 2.00 -0.88 1.07 -1.19
C 1.91 -0.08 -0.20 1.14
O 1.75 -0.59 -1.29 -0.59
H 3.12 1.63 0.09 0.45
H 1.56 1.73 0.90 0.27
H 1.67 1.94 -0.87 0.29
H 2.18 -1.93 0.85 0.31
H 1.05 -0.79 1.60 0.25
H 2.79 -0.49 1.72 0.40
```

## Properties
* SMILES: C/C(N)=C(\C)N.CC(C)=O
* electronic energy: -461.059606 a.u.
* HOMO level: -0.2620 hartree
* LUMO level: 0.90 eV

***

No. 4
# C6H21NO5

A 5-piece molecular cluster, C6H21NO5 overall (ωB97M-V with the def2-TZVPD basis set, the OMol25 dataset).

```
33
Properties=species:S:1:pos:R:3:mulliken_charge:R:1
C -1.60 0.27 2.51 -0.16
O -2.32 -0.64 3.25 -0.57
C -0.22 -0.31 2.24 -0.78
C 0.76 0.29 1.19 -0.69
C 0.77 -0.38 -0.23 0.95
C 2.01 -0.43 -0.76 -1.25
C -0.21 -1.79 -1.78 -0.95
N -0.45 -1.02 -0.50 -0.21
H -2.19 0.29 1.49 0.13
H -1.70 1.30 2.89 0.28
H -2.40 -1.55 3.02 0.31
H 0.18 -0.29 3.30 0.31
H -0.32 -1.41 2.04 0.35
H 1.84 0.00 1.60 0.22
H 0.61 1.35 1.04 0.31
H 2.23 -1.00 -1.67 0.35
H 2.87 -0.24 0.02 0.25
H 0.49 -2.70 -1.75 0.33
H -1.14 -1.98 -2.47 0.29
H 0.10 -0.99 -2.55 0.31
H -1.20 -0.29 -0.57 0.26
H 1.48 2.92 -2.78 0.27
H 2.05 3.86 -1.71 0.27
O 1.39 3.43 -2.09 -0.54
H 2.57 -1.86 2.41 0.32
H 3.52 -2.98 2.56 0.33
O 3.29 -2.20 3.09 -0.64
H -1.33 1.49 -1.43 0.30
H -1.57 2.48 -0.20 0.26
O -1.82 1.79 -0.72 -0.58
H -3.19 1.03 -3.35 0.33
H -2.28 0.49 -4.41 0.30
O -2.20 1.08 -3.68 -0.63
```

## Properties
* SMILES: C=C(CCCO)NC.O.O.O.O
* electronic energy: -671.984222 a.u.
* HOMO level: -0.3177 hartree
* LUMO level: 0.34 eV

***

No. 5
# C5H2O

One molecule with the formula C5H2O (ωB97M-V with the def2-TZVPD basis set, the OMol25 dataset).

```
8
Properties=species:S:1:pos:R:3:mulliken_charge:R:1
C 0.19 -0.25 -2.32 -0.30
C -0.03 -0.16 -0.88 0.40
C -0.10 -0.10 0.33 0.49
C -0.15 0.09 1.72 -0.51
C -0.25 0.39 2.91 -0.34
H 0.06 -1.28 -2.76 0.26
H -0.16 0.61 3.99 0.39
O 0.43 0.71 -2.98 -0.38
```

## Properties
* SMILES: C#CC#CC=O
* electronic energy: -266.812359 a.u.
* HOMO level: -0.3724 hartree
* LUMO level: -0.55 eV

***

No. 6
# C5H17ClO6PSr

C5H17ClO6PSr as an isolated structure (ωB97M-V with the def2-TZVPD basis set, the OMol25 dataset).

```
31
Properties=species:S:1:pos:R:3:mulliken_charge:R:1
Sr -2.48 -1.51 0.66 1.83
Cl -2.05 0.90 -0.77 -0.76
C -0.20 4.12 0.42 -0.41
O 0.33 2.82 0.29 -0.41
H -1.29 4.10 0.47 0.11
H 0.21 4.58 1.32 0.23
H 0.15 4.79 -0.37 0.24
H -0.29 2.20 -0.10 0.24
C -5.10 3.05 -0.27 -0.53
O -4.62 2.93 -1.59 -0.43
H -6.11 3.47 -0.32 0.29
H -5.15 2.12 0.31 0.17
H -4.56 3.81 0.29 0.24
H -3.81 2.42 -1.51 0.21
C 1.66 -4.74 1.12 -0.67
O 1.56 -3.90 -0.05 -0.32
P 1.24 -2.36 0.00 0.72
O -0.18 -2.04 0.21 -0.52
O 2.20 -1.74 1.12 -0.32
C 3.63 -1.85 0.98 -0.72
O 1.84 -1.82 -1.36 -0.30
C 1.52 -0.52 -1.86 -0.30
H 0.95 -5.54 0.95 0.27
H 1.56 -4.18 2.05 0.35
H 2.66 -5.17 1.13 0.26
H 4.04 -0.84 1.03 0.28
H 3.90 -2.22 -0.01 0.36
H 4.04 -2.43 1.79 0.30
H 0.61 -0.08 -1.44 0.03
H 1.40 -0.50 -2.94 0.27
H 2.33 0.15 -1.57 0.29
```

## Properties
* electronic energy: -1484.317548 a.u.
* total charge: +1
* HOMO level: -0.4360 hartree
* LUMO level: -5.13 eV

***

No. 7
# C17H12AsBrF14N2PV

C17H12AsBrF14N2PV as an isolated structure (ωB97M-V with the def2-TZVPD basis set, the OMol25 dataset).

```
49
Properties=species:S:1:pos:R:3:mulliken_charge:R:1
V -0.01 0.15 -0.12 -0.72
C 5.35 -0.45 -0.51 -1.42
C 4.22 -0.25 0.46 0.19
C 4.41 -0.16 1.83 -0.40
C 3.33 0.00 2.68 -0.87
C 2.06 0.08 2.14 0.21
Br 0.61 0.26 3.32 -0.03
N 1.86 0.02 0.82 0.87
C 2.92 -0.16 0.01 -0.24
H 6.30 -0.54 0.01 0.39
H 5.42 0.39 -1.20 0.35
H 5.20 -1.36 -1.10 0.36
H 5.41 -0.22 2.25 0.42
H 3.46 0.06 3.75 0.47
H 2.70 -0.25 -1.04 0.50
F 1.54 0.22 -5.20 -0.32
C 0.52 0.12 -4.35 0.01
C 0.77 0.31 -2.99 -0.18
C -0.30 0.21 -2.13 1.25
C -1.60 -0.03 -2.58 0.03
C -1.79 -0.20 -3.95 0.74
F -3.01 -0.43 -4.42 -0.31
C -0.74 -0.13 -4.85 -0.94
C -2.63 -0.07 -1.54 0.45
C -4.00 -0.21 -1.68 -0.95
C -4.78 -0.18 -0.54 -0.43
C -4.20 -0.01 0.71 -0.97
C -2.83 0.12 0.78 -0.15
N -2.07 0.09 -0.32 0.74
H 1.77 0.57 -2.69 0.71
H -0.91 -0.26 -5.91 0.55
H -4.43 -0.33 -2.66 0.62
H -5.86 -0.28 -0.63 0.46
H -4.79 0.02 1.61 0.47
H -2.31 0.25 1.72 0.47
F 1.11 1.97 -0.85 -0.20
P 0.30 3.28 -0.17 1.34
F 0.96 4.33 -1.09 -0.28
F -0.88 2.94 -1.17 -0.34
F -0.40 1.77 0.81 -0.36
F 1.42 3.28 0.93 -0.36
F -0.64 4.17 0.69 -0.30
F -0.36 -1.36 0.94 -0.58
As 0.19 -3.19 0.19 1.93
F -0.19 -3.79 1.72 -0.42
F 1.76 -2.78 0.74 -0.44
F 0.67 -4.57 -0.63 -0.39
F 0.47 -2.02 -1.13 -0.46
F -1.44 -3.26 -0.30 -0.45
```

## Properties
* electronic energy: -8257.926528 a.u.
* total charge: +1
* HOMO level (alpha / beta): -0.4559 / -0.4562 hartree
* spin multiplicity: 2
* LUMO level (alpha / beta): -6.18 / -5.55 eV

***

No. 8
# C39H91N13O13

A 13-piece molecular cluster, C39H91N13O13 overall (ωB97M-V with the def2-TZVPD basis set, the OMol25 dataset).

```
156
Properties=species:S:1:pos:R:3:mulliken_charge:R:1
C 3.95 -9.45 -9.24 -0.03
O 4.25 -8.37 -8.98 -0.51
N 2.69 -9.98 -9.23 0.10
C 2.47 -11.40 -9.43 -1.05
C 1.48 -9.23 -8.95 -1.00
H 4.71 -10.24 -9.37 0.36
H 1.41 -11.66 -9.34 0.38
H 2.89 -11.94 -8.58 0.36
H 2.64 -11.83 -10.42 0.32
H 1.51 -8.14 -8.88 0.31
H 0.65 -9.62 -9.53 0.34
H 1.18 -9.52 -7.94 0.41
C 2.41 -5.53 -5.09 0.24
O 2.53 -6.41 -4.27 -0.64
N 1.75 -4.36 -4.82 0.11
C 1.57 -3.46 -5.87 -0.97
C 1.25 -4.06 -3.57 -0.93
H 2.87 -5.53 -6.09 0.24
H 0.55 -3.55 -6.25 0.38
H 2.15 -3.65 -6.78 0.25
H 1.65 -2.41 -5.57 0.37
H 1.02 -4.99 -3.05 0.32
H 1.96 -3.41 -3.06 0.27
H 0.29 -3.60 -3.81 0.37
C 11.72 2.57 -2.21 -0.01
O 10.68 2.35 -2.77 -0.58
N 11.95 3.63 -1.39 0.12
C 13.29 4.20 -1.28 -1.04
C 10.93 4.57 -0.83 -0.90
H 12.64 2.11 -2.61 0.38
H 13.77 3.49 -0.61 0.33
H 13.34 5.21 -0.87 0.41
H 13.72 4.16 -2.28 0.31
H 11.35 5.18 -0.02 0.40
H 10.60 5.23 -1.63 0.27
H 10.27 3.79 -0.46 0.30
C 10.60 -9.68 -11.47 0.16
O 10.73 -10.49 -12.33 -0.55
N 10.32 -8.41 -11.76 0.09
C 9.89 -7.54 -10.68 -0.89
C 10.21 -7.95 -13.17 -0.94
H 10.35 -9.95 -10.43 0.23
H 10.31 -6.54 -10.73 0.29
H 9.87 -8.05 -9.71 0.25
H 8.84 -7.33 -10.90 0.37
H 9.29 -8.23 -13.68 0.32
H 10.57 -6.95 -13.42 0.33
H 10.94 -8.50 -13.76 0.34
C 7.57 -0.84 -12.73 0.26
O 6.70 -0.76 -13.63 -0.65
N 8.84 -0.47 -13.00 0.09
C 9.88 -0.81 -12.01 -1.09
C 9.47 -0.06 -14.29 -0.87
H 7.33 -1.24 -11.73 0.29
H 10.57 -1.55 -12.42 0.37
H 9.63 -1.07 -10.98 0.31
H 10.66 -0.06 -11.86 0.36
H 10.32 -0.69 -14.54 0.31
H 8.74 0.12 -15.08 0.31
H 9.95 0.91 -14.19 0.32
C 7.27 -1.10 -6.26 0.03
O 6.29 -0.71 -7.00 -0.64
N 7.75 -2.38 -6.24 0.18
C 8.73 -2.67 -5.24 -0.96
C 7.28 -3.43 -7.26 -1.03
H 7.82 -0.38 -5.64 0.37
H 9.63 -2.05 -5.24 0.32
H 9.13 -3.62 -5.60 0.37
H 8.33 -2.60 -4.23 0.30
H 6.54 -2.91 -7.87 0.34
H 7.94 -3.85 -8.00 0.34
H 6.63 -4.19 -6.81 0.39
C -0.73 -2.76 -12.21 0.17
O -1.64 -2.06 -12.53 -0.53
N 0.54 -2.61 -12.82 0.09
C 1.70 -3.20 -12.23 -0.90
C 0.82 -1.78 -13.93 -1.01
H -0.76 -3.54 -11.43 0.28
H 1.33 -3.95 -11.52 0.26
H 2.38 -2.58 -11.66 0.29
H 2.25 -3.74 -13.00 0.33
H 1.61 -1.04 -13.83 0.33
H 0.97 -2.35 -14.85 0.35
H 0.08 -1.08 -14.31 0.32
C 1.32 3.26 -8.14 0.22
O 0.83 4.19 -7.50 -0.64
N 1.46 3.22 -9.44 0.04
C 2.41 2.18 -9.94 -0.90
C 0.96 4.22 -10.37 -0.84
H 1.64 2.29 -7.72 0.23
H 3.34 2.74 -10.04 0.39
H 2.26 2.00 -11.00 0.28
H 2.59 1.23 -9.42 0.30
H 1.94 4.71 -10.35 0.38
H 0.62 3.92 -11.35 0.23
H 0.32 4.97 -9.90 0.31
C 7.46 -9.71 -5.06 0.26
O 8.62 -9.25 -4.97 -0.65
N 7.36 -11.09 -4.97 0.10
C 6.03 -11.59 -4.68 -1.00
C 8.37 -12.17 -5.04 -0.88
H 6.51 -9.18 -5.13 0.28
H 5.97 -12.17 -3.76 0.30
H 5.76 -12.11 -5.60 0.36
H 5.25 -10.82 -4.65 0.29
H 9.38 -11.85 -5.29 0.31
H 8.33 -12.79 -4.14 0.30
H 8.22 -12.70 -5.98 0.33
C 9.77 8.36 -5.82 0.19
O 8.57 8.51 -5.73 -0.58
N 10.25 7.12 -6.09 0.10
C 9.36 5.86 -6.25 -1.00
C 11.59 6.77 -6.53 -0.83
H 10.57 9.10 -5.66 0.27
H 9.25 5.43 -7.24 0.37
H 8.30 5.89 -5.97 0.32
H 9.73 4.98 -5.72 0.33
H 12.11 7.73 -6.49 0.30
H 12.13 6.07 -5.88 0.24
H 11.55 6.33 -7.52 0.29
C 14.88 0.57 -9.76 0.10
O 15.44 -0.48 -9.87 -0.56
N 13.97 0.82 -8.76 0.08
C 13.21 2.11 -8.86 -0.98
C 13.67 -0.12 -7.65 -0.85
H 14.95 1.37 -10.52 0.31
H 12.22 1.74 -8.59 0.27
H 13.06 2.56 -9.84 0.37
H 13.57 2.71 -8.03 0.34
H 13.71 0.35 -6.67 0.28
H 12.61 -0.23 -7.89 0.31
H 14.08 -1.14 -7.62 0.31
C 11.78 -2.43 1.85 0.07
O 12.47 -3.34 2.43 -0.63
N 11.34 -2.56 0.62 0.10
C 10.09 -1.79 0.36 -1.08
C 11.60 -3.62 -0.37 -0.90
H 11.31 -1.61 2.41 0.37
H 9.72 -1.94 -0.65 0.30
H 10.17 -0.71 0.24 0.39
H 9.20 -2.09 0.91 0.36
H 10.84 -4.38 -0.52 0.36
H 11.74 -3.11 -1.32 0.33
H 12.43 -4.32 -0.24 0.32
C 5.49 2.21 -1.89 0.32
O 5.50 1.00 -1.55 -0.66
N 4.50 3.10 -2.01 0.09
C 4.81 4.50 -2.08 -0.95
C 3.06 2.89 -1.95 -0.91
H 6.41 2.79 -2.06 0.20
H 4.66 4.99 -3.05 0.33
H 5.87 4.63 -1.90 0.31
H 4.29 5.16 -1.39 0.32
H 2.78 3.39 -1.02 0.33
H 2.56 3.42 -2.77 0.32
H 2.81 1.86 -2.20 0.31
```

## Properties
* electronic energy: -3230.174414 a.u.
* HOMO level: -0.3315 hartree
* LUMO level: -0.24 eV

***

What did the fifth record say?
# C5H2O

One molecule with the formula C5H2O (ωB97M-V with the def2-TZVPD basis set, the OMol25 dataset).

```
8
Properties=species:S:1:pos:R:3:mulliken_charge:R:1
C 0.19 -0.25 -2.32 -0.30
C -0.03 -0.16 -0.88 0.40
C -0.10 -0.10 0.33 0.49
C -0.15 0.09 1.72 -0.51
C -0.25 0.39 2.91 -0.34
H 0.06 -1.28 -2.76 0.26
H -0.16 0.61 3.99 0.39
O 0.43 0.71 -2.98 -0.38
```

## Properties
* SMILES: C#CC#CC=O
* electronic energy: -266.812359 a.u.
* HOMO level: -0.3724 hartree
* LUMO level: -0.55 eV